[1]
{"formula": "C19H19F2N3O2S", "method": "ωB97M-V/def2-TZVPD", "fmax_ev_per_a": 6.63, "e_lumo_ev": -2.07, "gap_ev": 6.133, "species": ["N", "C", "C", "C", "C", "C", "C", "O", "O", "C", "N", "S", "N", "H", "H", "H", "H", "H", "H", "H", "H", "H", "F", "C", "C", "C", "C", "C", "C", "H", "H", "H", "H", "H", "F", "C", "C", "C", "C", "C", "C", "H", "H", "H", "H", "H"], "xyz": [[0.7790, 1.9296, -3.6942], [-0.4302, 1.2159, -3.1224], [-0.0302, -0.3326, -2.8080], [0.4837, -0.5014, -1.2717], [1.8901, -1.1529, -1.1426], [2.3025, -1.2659, 0.3915], [3.6946, -1.8991, 0.8679], [3.7588, -3.0045, 1.5222], [4.8356, -1.1850, 0.5930], [1.2012, -0.6720, 1.3074], [-0.0497, -0.0900, 0.9612], [-1.1528, 0.5700, 2.1663], [-0.4206, -0.0082, -0.3182], [0.5345, 2.9397, -3.6968], [1.5281, 1.8530, -2.9721], [-1.3272, 1.3002, -3.8334], [-0.6948, 1.7960, -2.1550], [0.7507, -0.6920, -3.5674], [-0.9568, -1.0127, -2.9618], [2.5641, -1.4976, -1.9923], [1.4402, -0.6857, 2.4390], [-1.2744, 1.9104, 1.7490], [-1.7472, 3.9963, 0.7595], [-1.9224, 4.7525, -0.3392], [-2.9778, 4.4761, -1.1942], [-3.1620, 5.2612, -2.3280], [-2.2819, 6.3066, -2.5989], [-1.2225, 6.5715, -1.7354], [-1.0445, 5.7937, -0.5957], [-3.6473, 3.6532, -0.9712], [-3.9892, 5.0586, -2.9999], [-2.4237, 6.9159, -3.4859], [-0.5357, 7.3834, -1.9499], [-0.2305, 5.9911, 0.0922], [0.0467, -2.9137, 3.9847], [0.2627, -4.1895, 3.6139], [1.5534, -4.6059, 3.3278], [1.7772, -5.9253, 2.9491], [0.7059, -6.8109, 2.8508], [-0.5870, -6.3803, 3.1360], [-0.8100, -5.0634, 3.5253], [2.3733, -3.9007, 3.4013], [2.7844, -6.2631, 2.7302], [0.8811, -7.8395, 2.5510], [-1.4207, -7.0701, 3.0551], [-1.8087, -4.7129, 3.7597]]}

***

[2]
{"formula": "C19H19FN2O2", "method": "ωB97M-V/def2-TZVPD", "fmax_ev_per_a": 7.13, "e_lumo_ev": 0.57, "gap_ev": 8.840, "de_lowest_kj_mol": 117.7, "species": ["O", "F", "O", "C", "C", "C", "C", "C", "C", "C", "C", "C", "C", "C", "C", "C", "N", "N", "C", "C", "C", "C", "C", "C", "H", "H", "H", "H", "H", "H", "H", "H", "H", "H", "H", "H", "H", "H", "H", "H", "H", "H", "H"], "xyz": [[2.0497, -2.0243, 2.4900], [2.0194, -2.0173, -3.7128], [2.8172, -2.5440, 0.5224], [2.1859, -1.7832, 1.2853], [0.9492, -5.4234, -3.2969], [1.3164, -5.5381, -1.9643], [1.2289, -4.2088, -3.8841], [-0.0161, 0.0885, 2.3695], [-1.2052, 0.8287, 2.5154], [0.1375, 1.2170, 0.2057], [1.8334, -4.5282, -1.1563], [1.7756, -3.1388, -3.0863], [0.5975, 0.1753, 1.1345], [-1.5858, 1.8480, 1.7376], [-0.8747, 2.0864, 0.5842], [2.0277, -3.2837, -1.6558], [-2.4981, 4.9121, 1.1058], [1.4988, -0.7948, 0.6131], [-2.8844, 2.6726, 2.1725], [-1.2699, 3.2889, -0.2648], [2.6102, -2.1171, -0.8583], [-2.8057, 4.1804, 2.3429], [-1.2221, 4.6384, 0.4360], [1.7223, -0.8753, -0.8638], [0.4261, -6.1666, -3.9110], [1.1618, -6.4517, -1.3705], [0.9060, -4.0786, -4.8878], [0.2000, -0.7248, 2.9787], [-1.8144, 0.7918, 3.4335], [0.5661, 1.5329, -0.7131], [2.0258, -4.7445, -0.0229], [-3.2661, 4.7742, 0.4110], [-3.7569, 2.4901, 1.4801], [-3.3245, 2.2702, 3.0720], [-2.2466, 3.2314, -0.7798], [-0.4594, 3.3082, -0.9774], [3.5594, -1.9909, -1.3412], [-2.0822, 4.4553, 3.1282], [-3.7411, 4.6020, 2.6816], [-0.3961, 4.7496, 1.0587], [-1.1396, 5.3197, -0.4142], [2.2270, -0.0103, -1.2850], [0.7472, -1.0176, -1.3126]]}

***

[3]
{"formula": "C19H19HgN3O7SeTe", "method": "ωB97M-V/def2-TZVPD", "fmax_ev_per_a": 0.81, "multiplicity": 2, "e_lumo_ev": [2.19, 2.17], "total_charge": -1, "gap_ev": [6.777, 6.746], "s_squared": 0.75, "de_lowest_kj_mol": 13.7, "species": ["Hg", "O", "C", "O", "C", "C", "C", "C", "C", "N", "C", "O", "O", "H", "H", "H", "H", "H", "N", "C", "O", "C", "C", "H", "H", "H", "H", "H", "H", "O", "O", "C", "Te", "C", "C", "C", "C", "C", "C", "C", "H", "H", "H", "H", "H", "H", "H", "H", "Se", "C", "N"], "xyz": [[2.1081, 0.0966, -0.8845], [6.3514, -1.6088, -1.0918], [5.1972, -1.0746, -0.6423], [4.9580, 0.0989, -0.6761], [4.2849, -2.1201, -0.0592], [4.7698, -3.3615, 0.2931], [3.8992, -4.2568, 0.9069], [2.5955, -3.8795, 1.1259], [2.1784, -2.6141, 0.7111], [3.0073, -1.7630, 0.1378], [0.7276, -2.1560, 0.8360], [0.2198, -2.8192, 1.9801], [0.5591, -0.9011, 0.7612], [6.8222, -0.8771, -1.5290], [5.8043, -3.6056, 0.1100], [4.2473, -5.2361, 1.2086], [1.8780, -4.5363, 1.5923], [-0.6407, -2.4029, 2.1280], [0.0949, 3.0987, 1.8501], [1.0972, 2.6313, 1.0361], [2.1025, 2.1348, 1.4977], [0.8555, 2.8518, -0.4419], [1.7965, 2.1110, -1.3705], [0.1429, 2.8236, 2.8174], [-0.8156, 3.2653, 1.4548], [0.9197, 3.9398, -0.5874], [-0.1776, 2.5661, -0.6579], [2.7904, 2.5605, -1.3776], [1.4106, 2.1234, -2.3905], [-0.2009, -2.2832, -1.3564], [-0.0230, -2.9594, -0.2698], [-2.7504, 0.4446, 1.3237], [-1.7049, -0.0349, -0.4831], [-3.6017, 0.4295, -1.4238], [-4.4736, 1.0899, -0.3875], [-5.6786, 1.7091, -0.7203], [-6.4767, 2.2925, 0.2487], [-6.0801, 2.2583, 1.5805], [-4.8840, 1.6505, 1.9214], [-4.0696, 1.0725, 0.9481], [-2.1449, 1.1292, 1.9172], [-2.8915, -0.4653, 1.9070], [-4.0542, -0.4979, -1.7747], [-3.4561, 1.0741, -2.2901], [-5.9874, 1.7302, -1.7587], [-7.4042, 2.7754, -0.0311], [-6.6979, 2.7080, 2.3468], [-4.5672, 1.6262, 2.9573], [2.9670, -1.6652, -3.0585], [2.6068, -0.8406, -4.6597], [2.3888, -0.3327, -5.6752]]}